# 1
Density functional theory data (ωB97M-V/def2-TZVPD) for C22H65CuO21 as an isolated structure at a distorted geometry.

CARTESIAN COORDINATES (ANGSTROEM)
Cu1 10.840 -19.403 12.433
C1 8.280 -18.846 15.393
C2 8.635 -20.278 14.932
O1 9.736 -20.490 14.099
H1 9.179 -18.315 15.705
H2 7.540 -18.753 16.187
H3 7.741 -18.340 14.592
H4 7.779 -20.828 14.539
H5 8.646 -20.787 15.896
C3 12.940 -22.403 11.343
C4 14.115 -21.624 10.717
O2 13.810 -20.974 9.552
O3 12.094 -21.640 12.179
H6 13.322 -23.195 11.988
H7 12.325 -22.902 10.594
H8 15.022 -22.204 10.544
H9 14.363 -20.844 11.437
H10 13.219 -20.295 9.884
H11 11.472 -22.271 12.549
C5 11.972 -23.132 15.315
C6 10.941 -24.010 14.558
O4 10.427 -23.328 13.479
O5 11.276 -22.196 16.142
H12 12.687 -22.685 14.624
H13 12.552 -23.755 15.995
H14 10.014 -24.261 15.074
H15 11.392 -24.909 14.139
H16 9.995 -22.582 13.901
H17 10.875 -21.573 15.532
C7 3.631 -18.965 13.874
C8 4.867 -18.194 13.622
O6 4.608 -16.884 13.366
O7 3.002 -19.325 12.657
H18 2.851 -18.435 14.422
H19 3.819 -19.929 14.346
H20 5.467 -18.612 12.814
H21 5.511 -18.120 14.498
H22 4.569 -16.355 14.166
H23 2.541 -18.596 12.236
C9 5.664 -23.295 13.999
C10 6.664 -23.837 15.023
O8 7.516 -24.882 14.527
O9 4.809 -24.352 13.503
H24 6.149 -22.902 13.106
H25 5.156 -22.505 14.551
H26 6.121 -24.083 15.936
H27 7.332 -23.065 15.405
H28 7.791 -24.758 13.616
H29 3.940 -24.303 13.908
C11 8.554 -24.355 19.298
C12 7.929 -23.713 18.130
O10 6.607 -23.262 18.309
O11 8.851 -23.449 20.262
H30 9.429 -24.921 18.980
H31 7.861 -25.065 19.748
H32 7.940 -24.406 17.288
H33 8.581 -22.892 17.834
H34 6.052 -24.045 18.328
H35 8.042 -23.066 20.610
C13 8.232 -20.770 11.137
C14 8.018 -19.211 10.870
O12 8.952 -18.435 11.590
O13 9.601 -21.103 11.143
H36 7.738 -21.328 10.342
H37 7.703 -21.088 12.035
H38 6.979 -18.965 11.092
H39 8.312 -18.972 9.848
H40 8.904 -17.576 11.163
H41 9.716 -21.928 10.666
C15 7.772 -18.358 19.384
C16 9.056 -19.187 19.377
O14 9.620 -19.146 20.653
O15 6.644 -19.022 19.915
H42 7.522 -17.938 18.410
H43 7.870 -17.413 19.919
H44 9.757 -18.874 18.604
H45 8.772 -20.230 19.231
H46 9.991 -20.024 20.767
H47 6.181 -19.584 19.288
C17 7.441 -15.427 12.670
C18 6.950 -15.492 11.184
O16 7.718 -16.393 10.366
O17 8.831 -15.349 12.645
H48 7.086 -16.389 13.039
H49 6.960 -14.710 13.336
H50 7.010 -14.563 10.616
H51 5.907 -15.808 11.192
H52 7.277 -16.739 9.586
H53 9.101 -14.683 12.008
C19 12.088 -16.785 13.742
C20 12.610 -17.957 14.605
O18 12.698 -19.143 13.828
O19 10.755 -17.210 13.417
H54 12.760 -16.685 12.890
H55 12.106 -15.818 14.244
H56 12.024 -18.179 15.497
H57 13.579 -17.643 14.992
H58 13.467 -19.646 14.104
H59 10.246 -16.422 13.213
C21 8.969 -14.760 16.727
C22 10.222 -15.554 17.123
O20 10.490 -15.367 18.483
O21 9.399 -13.457 16.758
H60 8.152 -14.945 17.425
H61 8.634 -14.917 15.702
H62 11.131 -15.375 16.550
H63 10.085 -16.603 16.861
H64 11.321 -15.782 18.728
H65 9.691 -13.233 17.644

Its total charge is +1. The value obtained for the LUMO energy (spin up / spin down) is -2.34 / -5.57 eV. The calculation puts the HOMO-LUMO gap (spin up / spin down) at 9.511 / 6.278 eV. As for the expectation value of S²: 0.7588. The calculation puts the HOMO energy (spin up / spin down) at -11.8 / -11.8 eV. The spin multiplicity is 2.

Mulliken atomic charge list, values in e, 8 entries:
1 Cu 0.178
2 C -0.083
3 C 0.099
4 O 1.029
5 H -0.277
6 H 0.551
7 H -0.620
8 H -0.130

# 2
Density functional theory data (ωB97M-V/def2-TZVPD) for C22H65Li3N20O20 as an isolated structure at a distorted geometry.

CARTESIAN COORDINATES (ANGSTROEM)
Li1 -4.003 2.428 1.903
Li2 -3.410 0.498 3.748
Li3 -2.659 -2.179 3.056
C1 -1.155 1.246 0.092
C2 -0.160 0.619 -0.600
C3 0.453 -0.707 -0.118
O1 1.349 -1.408 -0.796
C4 0.120 -1.190 1.099
C5 -0.766 -0.527 1.969
C6 -1.621 0.685 1.418
O2 -2.541 1.154 2.062
O3 -1.038 -0.923 3.097
O4 0.124 1.196 -1.772
H1 -1.765 2.008 -0.369
H2 0.551 -2.086 1.521
O5 -4.999 1.665 3.461
H3 -5.211 2.443 4.013
O6 0.213 4.119 -1.118
H4 0.031 4.312 -0.199
H5 0.109 3.170 -1.190
O7 -1.670 -1.054 6.641
H6 -1.157 -0.282 6.879
H7 -1.207 -1.429 5.892
O8 1.615 -4.141 -0.071
H8 1.471 -3.212 -0.252
H9 2.133 -4.151 0.733
C7 -2.344 -5.150 2.218
O9 -2.625 -4.160 2.944
N1 -2.715 -6.361 2.554
N2 -1.666 -5.149 1.141
H10 -2.098 -7.124 2.313
H11 -3.002 -6.194 3.507
H12 -1.984 -5.801 0.438
H13 -1.363 -4.217 0.895
C8 -1.059 3.897 -4.576
O10 -1.369 3.728 -5.725
N3 -1.844 3.527 -3.588
N4 0.060 4.277 -4.114
H14 -1.516 3.503 -2.632
H15 -2.768 3.226 -3.863
H16 0.155 4.414 -3.118
H17 0.694 4.760 -4.734
C9 4.707 -1.273 1.374
O11 5.768 -1.234 1.884
N5 4.475 -1.834 0.237
N6 3.683 -0.750 1.867
H18 3.521 -1.990 -0.058
H19 5.161 -2.346 -0.299
H20 3.829 -0.603 2.855
H21 2.799 -0.621 1.395
C10 2.859 -2.793 -4.156
O12 3.185 -2.927 -5.320
N7 2.347 -1.740 -3.608
N8 3.007 -3.778 -3.286
H22 2.203 -0.922 -4.182
H23 2.053 -1.653 -2.646
H24 2.784 -3.609 -2.316
H25 3.427 -4.641 -3.600
C11 0.560 -4.006 5.065
O13 -0.235 -3.553 5.925
N9 0.818 -5.193 4.767
N10 1.314 -3.238 4.343
H26 1.457 -5.552 4.072
H27 0.273 -5.825 5.336
H28 1.186 -2.239 4.276
H29 1.909 -3.689 3.662
C12 -4.976 3.223 -0.526
O14 -4.855 2.220 0.101
N11 -6.070 3.541 -1.097
N12 -4.015 3.969 -0.979
H30 -5.958 4.230 -1.827
H31 -6.558 2.657 -1.134
H32 -4.177 4.797 -1.534
H33 -3.053 3.705 -0.815
C13 0.563 0.099 -5.896
O15 1.046 -0.105 -7.025
N13 -0.224 -0.602 -5.173
N14 0.989 1.111 -5.230
H34 -0.376 -0.517 -4.178
H35 -0.618 -1.341 -5.738
H36 0.390 1.504 -4.517
H37 1.866 1.550 -5.470
C14 0.877 0.853 5.796
O16 -0.122 1.194 6.354
N15 0.893 0.007 4.862
N16 2.028 1.305 6.143
H38 1.828 -0.276 4.607
H39 0.071 -0.366 4.409
H40 2.087 1.552 7.121
H41 2.880 0.997 5.697
C15 -1.542 -3.372 -3.495
O17 -2.678 -3.266 -4.022
N17 -1.212 -2.992 -2.297
N18 -0.521 -3.923 -4.140
H42 -1.853 -2.331 -1.883
H43 -0.224 -3.018 -2.090
H44 0.302 -4.083 -3.576
H45 -0.671 -4.649 -4.826
C16 -3.489 -0.441 -2.131
O18 -2.910 -1.138 -1.310
N19 -3.060 0.713 -2.594
N20 -4.599 -0.785 -2.692
H46 -2.097 0.886 -2.346
H47 -3.749 1.307 -3.034
H48 -4.909 -1.746 -2.647
H49 -5.058 -0.215 -3.388
C17 3.528 2.342 -0.553
C18 3.980 2.000 -1.996
C19 4.273 0.492 -2.132
O19 2.935 2.393 -2.909
H50 2.954 1.647 0.061
H51 2.885 3.220 -0.607
H52 4.384 2.460 0.112
H53 4.863 2.599 -2.219
H54 4.249 0.191 -3.179
H55 3.493 -0.053 -1.600
H56 5.256 0.233 -1.737
H57 2.203 1.785 -2.776
C20 0.096 3.141 2.945
C21 0.235 4.531 2.601
C22 1.693 4.944 2.272
O20 -0.520 4.739 1.431
H58 -0.943 2.916 3.184
H59 0.809 2.970 3.752
H60 0.368 2.413 2.180
H61 -0.158 5.210 3.357
H62 1.742 5.942 1.835
H63 2.075 4.321 1.464
H64 2.369 5.120 3.109
H65 -1.468 4.769 1.583

Its total charge is +1. The value obtained for the LUMO energy (spin up / spin down) is -6.07 / -7.47 eV. The calculation puts the HOMO-LUMO gap (spin up / spin down) at 4.298 / 2.895 eV. As for the expectation value of S²: 0.7952. The calculation puts the HOMO energy (spin up / spin down) at -10.4 / -10.4 eV. The spin multiplicity is 2.

Mulliken atomic charge list, values in e, 8 entries:
1 Li 0.841
2 Li 0.818
3 Li 1.037
4 C 1.322
5 C 0.355
6 C -0.379
7 O 0.519
8 C -0.624